{"formula": "C26H25N3NiO", "method": "the ωB97M-V functional and the def2-TZVPD basis", "species": ["Ni", "C", "C", "C", "C", "C", "C", "C", "C", "C", "C", "C", "C", "C", "C", "C", "N", "H", "H", "H", "H", "H", "H", "H", "H", "H", "H", "N", "C", "N", "C", "C", "C", "C", "C", "C", "H", "H", "H", "H", "H", "H", "C", "C", "C", "C", "O", "H", "H", "H", "H", "H", "H", "H", "H", "H"], "coordinates": [[0.233, -0.801, -0.208], [-2.763, -4.255, -1.803], [-1.841, -4.607, -2.782], [-0.837, -3.729, -3.143], [-0.711, -2.448, -2.576], [-1.678, -2.115, -1.605], [-2.665, -3.005, -1.214], [0.370, -1.556, -3.000], [0.829, -1.589, -4.319], [1.784, -0.708, -4.765], [2.297, 0.280, -3.862], [3.245, 1.238, -4.233], [3.702, 2.191, -3.337], [3.199, 2.205, -2.041], [2.256, 1.270, -1.645], [1.792, 0.282, -2.532], [0.884, -0.652, -2.094], [-3.535, -4.946, -1.493], [-1.888, -5.583, -3.246], [-0.097, -4.045, -3.866], [-3.352, -2.702, -0.435], [0.388, -2.297, -5.008], [2.122, -0.720, -5.793], [3.619, 1.226, -5.251], [4.435, 2.925, -3.647], [3.538, 2.955, -1.336], [1.849, 1.284, -0.641], [3.946, -1.943, 0.943], [2.895, -1.660, 0.140], [1.879, -1.168, 0.804], [2.279, -1.128, 2.134], [1.596, -0.694, 3.267], [2.256, -0.765, 4.477], [3.569, -1.255, 4.568], [4.258, -1.686, 3.452], [3.586, -1.611, 2.237], [4.827, -2.314, 0.636], [2.903, -1.812, -0.927], [0.585, -0.315, 3.191], [1.755, -0.437, 5.378], [4.051, -1.293, 5.535], [5.270, -2.061, 3.523], [-1.813, 1.477, -0.844], [-2.426, 0.251, -1.495], [-3.872, 0.061, -1.063], [-2.316, 0.328, -3.008], [-1.642, -0.878, -0.948], [-2.397, 2.362, -1.098], [-0.788, 1.619, -1.190], [-1.808, 1.367, 0.243], [-4.464, 0.921, -1.379], [-3.939, -0.029, 0.022], [-4.303, -0.830, -1.520], [-2.900, 1.185, -3.350], [-2.717, -0.567, -3.485], [-1.283, 0.465, -3.321]], "forces_ev_per_a": [[0.14, 0.04, -0.03], [-0.02, 0.00, 0.02], [0.02, 0.00, -0.01], [-0.02, -0.03, 0.01], [0.03, 0.07, -0.01], [-0.05, -0.01, 0.02], [-0.01, -0.02, -0.01], [-0.03, 0.05, 0.00], [0.00, 0.00, -0.01], [0.01, -0.02, -0.01], [0.00, 0.00, 0.02], [-0.01, 0.01, 0.01], [0.00, 0.00, -0.02], [-0.01, 0.00, 0.02], [-0.02, -0.05, -0.04], [0.04, -0.03, 0.05], [-0.06, 0.00, -0.04], [0.00, 0.00, 0.00], [0.00, 0.00, 0.00], [0.00, 0.00, 0.00], [0.01, 0.00, 0.00], [0.00, 0.01, -0.01], [0.00, 0.00, 0.00], [0.00, -0.01, 0.00], [0.00, 0.00, 0.00], [-0.01, 0.00, 0.01], [0.02, 0.01, 0.02], [0.02, -0.02, -0.01], [-0.03, 0.09, 0.07], [-0.02, -0.10, -0.03], [-0.04, 0.06, 0.01], [-0.01, 0.00, 0.01], [-0.01, 0.00, 0.00], [0.00, 0.00, -0.01], [0.00, 0.00, 0.01], [0.00, 0.00, -0.01], [0.01, 0.01, 0.00], [-0.01, 0.02, -0.06], [0.00, 0.00, 0.00], [0.00, 0.00, 0.00], [0.00, 0.00, 0.00], [0.00, 0.00, 0.00], [0.00, -0.03, 0.01], [0.02, -0.01, 0.03], [0.00, 0.00, -0.01], [0.02, -0.02, 0.02], [-0.02, -0.01, -0.01], [0.01, 0.00, -0.01], [0.01, 0.00, 0.00], [-0.01, 0.02, 0.00], [0.00, 0.00, 0.01], [0.00, 0.00, 0.00], [0.00, 0.01, 0.00], [0.00, -0.01, 0.00], [0.01, -0.01, 0.00], [0.03, -0.01, 0.00]], "fmax_ev_per_a": 0.15, "e_above_lowest_kj_mol": 77.6, "spin_multiplicity": 3, "total_energy_ha": -2753.5904, "homo_energy_ev": [-4.39, -7.22], "s2": 2.03, "lumo_ev": [0.5, 0.5], "total_charge": 0, "homo_lumo_gap_ev": [4.92, 7.71]}

---

{"formula": "C26H25N4O5SSr", "method": "the ωB97M-V functional and the def2-TZVPD basis", "species": ["Sr", "C", "C", "C", "C", "C", "C", "N", "C", "C", "C", "C", "C", "N", "C", "C", "C", "C", "C", "C", "N", "H", "H", "H", "H", "H", "H", "H", "H", "H", "H", "H", "H", "H", "H", "H", "O", "C", "C", "C", "C", "C", "C", "C", "O", "N", "O", "O", "H", "H", "H", "H", "C", "S", "C", "O", "H", "H", "H", "H", "H", "H"], "coordinates": [[0.352, 0.402, -0.454], [2.142, 1.872, -3.166], [1.068, 2.890, -2.909], [1.030, 4.101, -3.584], [0.027, 5.004, -3.282], [-0.926, 4.661, -2.339], [-0.850, 3.416, -1.729], [0.143, 2.557, -1.999], [-1.895, 2.980, -0.754], [-3.160, 3.554, -0.788], [-4.100, 3.147, 0.138], [-3.766, 2.163, 1.047], [-2.497, 1.596, 0.995], [-1.575, 2.016, 0.119], [-2.123, 0.467, 1.907], [-3.072, -0.143, 2.718], [-2.682, -1.188, 3.538], [-1.362, -1.598, 3.528], [-0.471, -0.961, 2.677], [0.975, -1.368, 2.619], [-0.849, 0.047, 1.878], [2.857, 2.221, -3.907], [1.703, 0.942, -3.534], [2.682, 1.655, -2.241], [1.785, 4.331, -4.324], [-0.014, 5.965, -3.776], [-1.702, 5.364, -2.076], [-3.418, 4.290, -1.533], [-5.089, 3.585, 0.144], [-4.495, 1.847, 1.776], [-4.104, 0.166, 2.715], [-3.404, -1.680, 4.176], [-1.023, -2.410, 4.156], [1.153, -2.268, 3.203], [1.601, -0.566, 3.018], [1.284, -1.571, 1.590], [-1.631, -0.821, -1.334], [-1.909, -1.992, -1.067], [-1.026, -3.071, -0.711], [-1.656, -4.298, -0.440], [-0.923, -5.408, -0.139], [0.483, -5.357, -0.129], [1.122, -4.184, -0.395], [0.411, -2.972, -0.668], [1.050, -1.882, -0.842], [-1.605, -6.662, 0.165], [-2.822, -6.664, 0.159], [-0.913, -7.630, 0.416], [-2.971, -2.288, -1.105], [-2.736, -4.371, -0.469], [1.034, -6.262, 0.089], [2.202, -4.128, -0.398], [4.711, -0.308, 0.719], [3.743, 1.066, 1.321], [4.841, 2.385, 0.835], [2.564, 1.167, 0.379], [4.930, -0.155, -0.337], [4.111, -1.206, 0.851], [5.625, -0.379, 1.309], [5.770, 2.292, 1.397], [4.353, 3.324, 1.084], [5.022, 2.317, -0.237]], "forces_ev_per_a": [[0.49, -0.20, -0.15], [-0.05, 0.01, 0.03], [-0.02, -0.18, 0.06], [-0.01, 0.07, 0.03], [0.04, -0.04, -0.01], [0.01, 0.03, 0.00], [0.06, -0.04, -0.03], [-0.08, 0.17, -0.05], [0.02, 0.01, 0.06], [-0.03, 0.03, -0.01], [0.02, -0.02, 0.00], [-0.01, 0.04, 0.01], [0.03, -0.04, -0.01], [-0.38, 0.16, -0.02], [0.00, -0.04, -0.02], [0.02, -0.01, 0.04], [0.08, -0.02, 0.00], [-0.10, -0.01, 0.02], [0.13, 0.08, -0.12], [-0.02, 0.02, -0.01], [-0.13, -0.09, 0.05], [0.00, 0.00, 0.00], [0.01, 0.00, -0.01], [0.01, -0.01, 0.00], [0.00, 0.00, 0.00], [0.00, 0.00, 0.00], [-0.01, -0.01, 0.01], [0.03, 0.00, 0.00], [0.00, 0.00, 0.00], [0.02, -0.02, 0.01], [0.01, 0.03, -0.01], [-0.01, 0.01, 0.00], [0.00, 0.00, 0.00], [0.00, 0.01, 0.01], [0.00, 0.00, 0.00], [0.00, -0.01, 0.00], [0.13, -0.01, 0.16], [-0.13, -0.09, -0.04], [0.07, 0.02, 0.00], [-0.08, 0.03, -0.01], [0.09, 0.01, -0.01], [-0.07, -0.06, 0.00], [0.02, 0.08, 0.01], [-0.01, -0.09, -0.01], [-0.14, 0.19, 0.11], [0.02, 0.00, 0.03], [0.00, 0.01, -0.01], [-0.01, 0.01, -0.01], [0.01, 0.01, -0.04], [0.01, 0.00, 0.00], [0.00, 0.00, 0.00], [0.00, -0.01, 0.00], [-0.02, -0.01, -0.02], [-0.09, -0.05, 0.03], [0.01, 0.01, -0.02], [0.00, 0.01, -0.02], [0.01, -0.01, 0.00], [0.00, 0.00, 0.00], [0.01, -0.01, -0.01], [0.00, 0.01, 0.00], [0.00, 0.00, 0.00], [0.01, 0.02, 0.01]], "fmax_ev_per_a": 0.55, "e_above_lowest_kj_mol": 0.0, "total_energy_ha": -2029.7941, "homo_energy_ev": -10.44, "lumo_ev": -3.0, "total_charge": 1, "homo_lumo_gap_ev": 7.43}

---

{"formula": "C26H25N4O6P", "method": "the ωB97M-V functional and the def2-TZVPD basis", "species": ["C", "O", "C", "C", "C", "C", "P", "C", "C", "C", "C", "O", "C", "C", "C", "C", "C", "C", "C", "O", "C", "C", "C", "C", "C", "H", "H", "H", "H", "H", "H", "H", "H", "H", "H", "H", "H", "H", "H", "H", "H", "H", "H", "H", "H", "H", "C", "O", "C", "N", "C", "C", "C", "N", "O", "N", "O", "N", "H", "H", "H", "H"], "coordinates": [[-2.479, 0.702, -6.085], [-1.136, 0.444, -5.631], [-0.950, 0.156, -4.311], [0.381, -0.038, -3.890], [0.679, -0.230, -2.545], [-0.334, -0.259, -1.561], [-0.066, -0.385, 0.269], [1.769, -0.619, 0.208], [2.740, 0.402, 0.296], [4.096, 0.126, 0.161], [4.540, -1.190, -0.076], [5.877, -1.349, -0.292], [6.364, -2.672, -0.592], [3.588, -2.233, -0.108], [2.233, -1.940, 0.018], [-0.047, 1.440, 0.621], [0.107, 1.831, 1.970], [0.225, 3.166, 2.344], [0.189, 4.181, 1.363], [0.383, 5.508, 1.608], [0.661, 5.915, 2.962], [-0.034, 3.812, 0.022], [-0.142, 2.472, -0.338], [-1.669, -0.143, -2.011], [-1.982, 0.068, -3.351], [-2.374, 0.874, -7.155], [-3.136, -0.163, -5.901], [-2.902, 1.596, -5.597], [1.153, -0.016, -4.659], [1.725, -0.366, -2.286], [2.461, 1.437, 0.478], [4.856, 0.905, 0.219], [7.441, -2.544, -0.698], [6.144, -3.374, 0.229], [5.934, -3.055, -1.531], [3.929, -3.261, -0.250], [1.519, -2.763, -0.031], [0.135, 1.077, 2.756], [0.354, 3.448, 3.393], [0.745, 6.999, 2.907], [-0.159, 5.632, 3.642], [1.607, 5.480, 3.325], [-0.104, 4.618, -0.708], [-0.311, 2.256, -1.389], [-2.490, -0.221, -1.300], [-3.021, 0.175, -3.675], [-3.428, -1.177, 5.162], [-4.339, -1.522, 4.101], [-3.742, -1.984, 2.998], [-2.416, -1.869, 2.929], [-1.736, -2.252, 1.822], [-2.540, -2.987, 0.937], [-3.992, -3.011, 1.046], [-4.558, -3.570, -0.095], [-3.501, -3.940, -0.886], [-2.199, -3.631, -0.217], [-1.157, -3.939, -0.772], [-4.591, -2.495, 2.097], [-4.050, -0.735, 5.930], [-2.941, -2.078, 5.553], [-2.663, -0.465, 4.830], [-0.649, -2.245, 1.745]], "forces_ev_per_a": [[0.41, -0.16, 0.32], [-0.54, -0.10, 0.21], [0.00, 0.04, 0.78], [-0.59, 0.11, -0.15], [-0.35, -0.03, -0.01], [-0.65, -0.24, -0.64], [1.18, 1.88, -1.62], [0.60, -0.69, 0.22], [0.03, -0.34, 0.04], [0.16, -0.60, -0.13], [-0.76, 0.03, -0.09], [-0.21, -0.56, 0.07], [-0.32, 0.40, 0.15], [0.75, 0.25, -0.16], [-0.05, 0.60, 0.29], [-0.25, 0.54, 0.70], [-0.20, -0.08, -0.60], [0.11, 0.79, -0.16], [0.09, -0.79, -0.07], [-0.06, -0.22, 0.56], [-0.14, -0.31, -0.43], [0.12, 0.19, 0.60], [-0.02, -0.07, 0.35], [0.63, -0.16, 0.04], [0.23, 0.16, -0.72], [-0.13, -0.01, 0.12], [0.22, 0.25, -0.10], [0.18, -0.27, -0.12], [-0.08, 0.01, 0.29], [-0.17, 0.06, 0.14], [-0.14, -0.19, -0.07], [-0.29, -0.09, -0.03], [-0.12, -0.14, -0.01], [0.10, 0.23, -0.23], [0.10, 0.17, 0.29], [-0.29, 0.34, 0.01], [0.07, 0.14, -0.04], [0.03, 0.06, -0.16], [-0.03, -0.29, -0.37], [0.01, -0.13, 0.12], [0.23, 0.12, -0.24], [-0.29, 0.11, -0.17], [0.03, -0.30, 0.05], [0.08, -0.15, 0.16], [0.12, 0.08, -0.02], [0.36, -0.06, 0.29], [0.00, 0.16, 0.20], [0.83, -0.12, -0.02], [-2.04, -0.58, -1.04], [2.82, 0.41, -1.55], [-1.94, -1.65, 2.52], [-0.55, -0.74, -2.33], [0.93, -1.11, -3.31], [1.59, 1.12, 2.51], [1.64, 0.25, 1.31], [-1.19, 0.36, -0.44], [-1.12, 0.42, 0.63], [0.00, 0.79, 1.55], [-0.09, 0.03, 0.09], [-0.08, 0.21, -0.14], [-0.30, -0.22, 0.08], [-0.65, 0.09, 0.48]], "fmax_ev_per_a": 3.61, "e_above_lowest_kj_mol": 0.0, "smiles": "COc1ccc(P(c2ccc(OC)cc2)c2ccc(OC)cc2)cc1.COc1ncc2c(no[n+]2[O-])n1", "total_energy_ha": -2017.3482, "homo_energy_ev": -8.02, "lumo_ev": -1.4, "total_charge": 0, "homo_lumo_gap_ev": 6.61}

---

{"formula": "C26H25N5O2V", "method": "the ωB97M-V functional and the def2-TZVPD basis", "species": ["V", "O", "C", "N", "C", "O", "C", "C", "C", "C", "C", "N", "C", "C", "C", "C", "C", "N", "H", "H", "H", "H", "H", "H", "H", "H", "C", "N", "C", "C", "C", "C", "C", "C", "C", "C", "H", "H", "H", "H", "H", "H", "H", "H", "H", "H", "H", "H", "C", "C", "C", "N", "C", "C", "H", "H", "H", "H", "H"], "coordinates": [[0.144, -0.165, -0.102], [-1.452, 2.808, -2.339], [-0.786, 2.081, -1.659], [-0.966, 0.703, -1.433], [-1.912, -0.072, -2.126], [-2.677, 0.290, -2.973], [-1.860, -1.537, -1.699], [-2.698, -2.460, -2.287], [-2.609, -3.782, -1.879], [-1.688, -4.130, -0.905], [-0.886, -3.142, -0.363], [-0.971, -1.867, -0.748], [0.418, 2.619, -0.888], [0.892, 3.891, -1.127], [1.985, 4.328, -0.394], [2.554, 3.484, 0.548], [2.025, 2.217, 0.714], [0.985, 1.787, -0.003], [-3.394, -2.122, -3.042], [-3.254, -4.534, -2.316], [-1.589, -5.148, -0.558], [-0.163, -3.367, 0.411], [0.391, 4.506, -1.861], [2.386, 5.321, -0.549], [3.395, 3.796, 1.151], [2.422, 1.526, 1.447], [-4.051, 1.522, 3.155], [-3.382, 1.697, 1.883], [-3.726, 0.669, 0.929], [-1.953, 1.946, 1.998], [-1.127, 0.823, 2.602], [-1.072, 0.738, 3.990], [-0.413, -0.297, 4.640], [0.209, -1.282, 3.896], [0.183, -1.198, 2.505], [-0.467, -0.154, 1.834], [-5.130, 1.535, 3.000], [-3.800, 2.350, 3.820], [-3.798, 0.583, 3.673], [-4.810, 0.568, 0.880], [-3.308, -0.324, 1.167], [-3.385, 0.968, -0.061], [-1.828, 2.836, 2.622], [-1.578, 2.198, 1.001], [-1.556, 1.508, 4.579], [-0.394, -0.333, 5.721], [0.705, -2.109, 4.387], [0.669, -2.004, 1.954], [4.275, -2.281, -1.471], [3.291, -1.893, -2.366], [2.164, -1.266, -1.877], [1.976, -1.037, -0.567], [2.938, -1.402, 0.294], [4.098, -2.026, -0.122], [5.171, -2.777, -1.822], [3.388, -2.063, -3.429], [1.372, -0.945, -2.545], [2.749, -1.188, 1.338], [4.842, -2.305, 0.611]], "forces_ev_per_a": [[-0.35, 0.05, 0.73], [-0.03, 0.01, -0.10], [0.04, -0.32, 0.15], [0.06, 0.04, -0.20], [0.23, 0.12, 0.23], [-0.05, 0.03, -0.05], [0.05, 0.36, 0.02], [-0.03, -0.03, -0.01], [-0.06, -0.02, -0.04], [0.06, 0.01, 0.06], [-0.08, 0.03, 0.01], [0.05, 0.03, -0.12], [-0.21, -0.26, -0.29], [-0.04, 0.08, 0.13], [0.00, 0.06, -0.03], [0.00, -0.05, 0.03], [-0.08, 0.04, 0.02], [0.02, -0.03, -0.10], [0.00, -0.01, 0.00], [0.00, 0.00, 0.00], [-0.01, -0.01, -0.01], [0.00, -0.03, -0.01], [0.00, 0.00, 0.01], [0.00, 0.00, -0.01], [0.00, 0.02, -0.01], [0.03, 0.01, -0.01], [-0.07, 0.00, 0.12], [0.01, 0.00, 0.08], [-0.05, -0.07, -0.09], [0.13, 0.07, -0.09], [0.04, -0.11, -0.02], [-0.02, 0.01, 0.07], [-0.02, 0.04, 0.00], [0.09, -0.03, -0.07], [-0.12, -0.02, -0.08], [0.04, 0.13, 0.03], [0.01, 0.00, -0.03], [0.00, 0.01, -0.01], [0.02, -0.01, -0.04], [0.01, 0.02, 0.03], [0.02, 0.00, 0.04], [0.06, 0.00, -0.10], [-0.01, 0.02, -0.03], [-0.03, -0.04, 0.02], [0.01, -0.02, 0.00], [0.00, -0.01, 0.00], [0.01, -0.01, -0.01], [0.00, 0.04, -0.06], [0.07, -0.05, -0.04], [-0.01, 0.10, 0.00], [-0.03, -0.11, 0.01], [0.36, -0.16, -0.18], [-0.09, 0.05, -0.04], [-0.02, 0.03, 0.10], [0.00, 0.00, 0.00], [0.02, -0.01, 0.00], [-0.02, -0.01, 0.02], [0.04, -0.02, 0.01], [0.01, -0.01, -0.02]], "fmax_ev_per_a": 0.81, "e_above_lowest_kj_mol": 0.0, "spin_multiplicity": 3, "total_energy_ha": -2373.9022, "homo_energy_ev": [-10.44, -10.44], "s2": 2.03, "lumo_ev": [-3.3, -3.5], "total_charge": 1, "homo_lumo_gap_ev": [7.18, 6.95]}